Arrangement 1

The following is a quantum chemistry calculation of C3H6N2O2S in the gas phase, from the Open Molecules 2025 dataset.

Cartesian coordinates (Å):
C 0.9986 0.0667 -0.1065
C 0.1155 1.2192 0.3640
C -2.1215 0.5142 0.9212
H 1.1037 -2.7240 -0.7005
H -0.4980 -0.8382 -1.2379
H 2.7305 -0.6049 -0.4173
H -0.4028 1.6890 -0.4423
H 0.7063 1.8927 0.9032
H -2.6644 0.2915 1.8199
N 0.2951 -1.0370 -0.5894
N 2.2467 0.1862 0.0152
O 1.1268 -1.9434 -1.2512
O -0.8904 0.8020 1.3036
S -2.7459 0.4860 -0.5821

HOMO-LUMO gap = 0.35065 Eh
SMILES string = [H]/N=C(/COC=S)NO
Spin multiplicity = 1
LUMO energy = 0.17 eV


Arrangement 2

The following is a quantum chemistry calculation of 3 unconnected molecules or ions with the total composition C3H6N2O2S, from the Open Molecules 2025 dataset.

Cartesian coordinates (Å):
C -2.1709 -2.1585 0.4456
C 0.1960 1.2492 1.6507
C 1.7188 1.2915 -0.1128
N -2.0075 -1.1746 -0.1482
N 0.4441 1.2511 0.4336
O -1.5795 -1.2032 -3.0135
O 0.4672 -1.6931 -1.8116
S -0.6253 -0.7740 -2.0673
H -2.5122 -3.0185 1.0057
H -0.8804 1.2289 1.9910
H 0.9146 1.1519 2.4138
H 1.6479 0.4210 -0.8292
H 1.9452 2.1500 -0.6844
H 2.4420 1.2782 0.7265

HOMO-LUMO gap = 0.33602 Eh
Spin multiplicity = 1
LUMO energy = -0.16 eV


Arrangement 3

The following is a quantum chemistry calculation of a molecular structure, C3H6N2O2S, from the Open Molecules 2025 dataset.

Cartesian coordinates (Å):
C 1.1622 -1.5788 0.0952
C 0.6564 -0.0912 -0.0469
C -3.2702 0.4161 -0.1663
H 2.3337 -1.4527 -0.0331
H 0.9777 -1.9962 1.0747
H 0.9010 -2.2073 -0.8249
H 2.4304 0.3802 0.6012
H 0.9178 2.4679 -0.0900
H -4.3584 -0.1404 -0.3179
N 1.8322 0.6410 -0.0925
N -0.4504 0.4681 -0.1537
O 1.8805 2.1958 -0.1321
O -3.3730 1.5906 0.2067
S -1.6399 -0.6933 -0.1205

HOMO-LUMO gap = 0.33643 Eh
Spin multiplicity = 1
LUMO energy = 0.45 eV


Arrangement 4

The following is a quantum chemistry calculation of C3H6N2O2S in the gas phase, from the Open Molecules 2025 dataset.

Cartesian coordinates (Å):
C -1.2825 1.0470 1.4422
C -0.2111 0.7259 0.4203
C 0.2947 -1.0937 -1.7274
N -1.3292 0.4254 2.6997
N -1.1062 2.5251 1.7824
O -1.9630 3.0251 2.4700
O -0.0969 3.1045 1.3551
S -0.6395 0.4352 -1.1679
H -2.3645 0.9588 1.0466
H 0.7613 0.4889 0.9722
H -0.5692 -1.6289 -1.9958
H 0.7348 -1.4595 -0.8240
H 1.0087 -1.0520 -2.4890
H -0.5101 0.4332 3.2666

HOMO-LUMO gap (alpha / beta) = 0.34744 / 0.24473 Eh
Spin multiplicity = 1
LUMO energy (alpha / beta) = -0.79 / -1.40 eV


How far above the most stable structure does each one sit? In kcal/mol: arrangement 1 0.0; arrangement 2 10.6; arrangement 3 42.5; arrangement 4 107.8.


Arrangement 1

The following is a quantum chemistry calculation of 2 unconnected molecules or ions with the total composition C2H2OS, from the Open Molecules 2025 dataset.

Cartesian coordinates (Å):
C -0.5473 -1.0596 0.3924
C 0.1688 -0.5004 1.1702
O -0.3818 1.5025 -1.3805
S 1.0134 1.5545 -1.8149
H -1.0593 -1.4123 -0.4040
H 0.8061 -0.0847 2.0368

HOMO-LUMO gap (alpha / beta) = 0.28518 / 0.28586 Eh
SMILES string = C#C.O=S
Spin multiplicity = 1
LUMO energy (alpha / beta) = -1.41 / -1.41 eV


Arrangement 2

The following is a quantum chemistry calculation of a molecular structure, C2H2OS, from the Open Molecules 2025 dataset.

Cartesian coordinates (Å):
C 1.7507 0.5915 0.1612
C 0.5144 -0.1496 0.1269
O 2.3976 1.5976 -0.0288
S 1.9635 -1.0712 -0.1128
H -0.0649 -0.1648 1.0568
H -0.1249 0.1273 -1.0262

HOMO-LUMO gap = 0.36467 Eh
Spin multiplicity = 1
LUMO energy = 0.16 eV


Arrangement 3

The following is a quantum chemistry calculation of 2 unconnected molecules or ions with the total composition C2H2OS, from the Open Molecules 2025 dataset.

Cartesian coordinates (Å):
C 0.8214 -1.4364 0.8219
C 0.4649 -0.2900 0.9560
O -0.5196 1.8217 1.0516
S -0.2877 2.7023 -0.1079
H 1.3113 -2.2310 0.2782
H -0.7194 1.8381 -1.1309

HOMO-LUMO gap (alpha / beta) = 0.32674 / 0.29354 Eh
Spin multiplicity = 1
LUMO energy (alpha / beta) = -1.67 / -1.81 eV


How far above the most stable structure does each one sit? In kcal/mol: arrangement 1 49.1; arrangement 2 0.0; arrangement 3 114.4.